# 1
Density functional theory data (ωB97M-V/def2-TZVPD) for a cluster of 2 separate species, C26H24N2O6S2 in total at a distorted geometry.

The molar mass is 524.6 g mol⁻¹. The value obtained for the total energy is -2362.25496 Eh. Its energy above the lowest of the compared OMol25 structures with the same formula, charge and spin is 0.0 kcal per mole. The HOMO-LUMO gap is 6.232 eV. The total charge is 0.

Atoms and positions in Å:
C (-0.346, -0.301, 3.333)
C (-1.262, 2.982, -1.017)
C (-2.945, 0.803, -2.050)
H (0.269, 1.514, -1.066)
C (1.477, 1.263, 3.524)
H (4.441, -1.110, 2.273)
H (-4.705, 1.969, 2.213)
H (4.555, -1.576, 3.993)
C (-2.317, 4.942, 2.327)
C (-0.783, 1.718, -1.240)
H (-1.926, 6.245, 3.985)
C (-1.900, -1.782, -1.720)
C (-1.060, -0.694, -1.673)
C (-1.595, 0.622, -1.674)
H (-4.729, -1.676, 3.369)
C (-1.894, 4.569, 1.054)
C (-1.609, 5.945, 2.989)
C (-0.069, 6.149, 1.118)
C (-3.806, -1.134, 3.243)
H (2.561, -2.032, 3.781)
C (4.644, -0.752, 3.284)
C (-0.780, 5.147, 0.466)
H (1.799, 2.300, 3.640)
S (-0.268, 4.446, -1.107)
H (-5.716, -2.385, -3.024)
C (2.402, 0.154, 3.640)
N (-1.708, -0.440, 3.129)
O (-3.805, 3.529, -0.423)
H (0.049, 7.314, 2.910)
C (-4.921, 1.070, 2.797)
H (-5.827, -3.647, -1.779)
C (-2.534, -1.535, 3.420)
H (0.073, -2.318, 4.024)
C (-2.476, 0.646, 2.755)
H (0.021, -0.806, -1.541)
O (-0.754, 5.308, -2.164)
H (0.805, 6.587, 0.633)
C (-5.511, -2.626, -1.975)
C (0.484, -1.357, 3.721)
H (-4.803, -0.159, -2.570)
H (-5.748, 0.523, 2.344)
H (-2.168, -2.502, 3.702)
O (3.755, 0.359, 3.624)
C (-3.299, -1.588, -1.908)
H (-3.323, 1.823, -2.142)
O (-4.103, -2.654, -1.674)
H (-6.055, -1.948, -1.309)
C (1.877, -1.170, 3.712)
C (-3.771, -0.298, -2.251)
O (1.117, 4.063, -1.004)
H (-3.181, 4.450, 2.777)
H (-1.534, -2.796, -1.569)
C (-0.500, 6.541, 2.384)
C (0.159, 1.001, 3.173)
H (-0.552, 1.762, 2.818)
S (-2.547, 3.142, 0.181)
H (-5.226, 1.363, 3.810)
H (5.641, -0.327, 3.336)
O (-2.431, 1.990, 1.089)
N (-3.745, 0.227, 2.846)

---

# 2
Density functional theory data (ωB97M-V/def2-TZVPD) for a cluster of 5 separate species, C26H25B4NO20 in total at a distorted geometry.

The molar mass is 714.7 g mol⁻¹. The value obtained for the total energy is -2665.02493 Eh. The HOMO-LUMO gap is 7.542 eV. Its SMILES is O=C1C=C(O)C(=O)C=C1O.O=C1C=C(O)C(=O)C=C1O.O=C1C=C(O)C(=O)C=C1O.O=C1C=C(O)C(=O)C=C1O.CN(C)B(O)B1OBOBO1. The total charge is 0.

Atoms and positions in Å:
C (-2.774, 0.780, 3.406)
O (3.311, -1.334, -3.410)
H (-1.456, 5.310, -2.722)
C (-3.258, -0.645, 3.541)
C (-2.150, 1.415, 4.547)
O (-3.648, 6.406, -1.744)
H (7.619, -4.561, -3.288)
O (0.866, -5.343, 2.767)
H (6.176, -2.007, -0.061)
H (-1.472, 0.474, 7.436)
B (-3.990, 5.070, -1.927)
O (5.093, -4.683, 0.817)
C (5.850, -2.203, -1.073)
C (1.679, 3.010, 1.875)
B (-7.495, 3.265, -1.937)
O (0.024, -6.689, 0.715)
H (3.313, -0.457, -1.595)
C (6.161, -3.423, -3.283)
C (2.463, 2.524, 0.900)
O (-7.664, 3.147, -3.300)
H (0.661, 1.266, -2.083)
B (-5.607, 4.655, -2.294)
H (3.343, -4.398, 2.821)
H (-6.186, 3.065, -4.995)
H (-2.592, 2.040, -1.703)
C (-1.926, 4.349, -2.905)
C (0.170, 3.025, 1.762)
O (-1.446, 1.196, 6.778)
C (3.038, -4.934, 1.934)
H (-1.815, 2.437, 4.439)
C (3.852, -5.126, 0.885)
H (3.541, 2.504, 0.971)
H (-8.181, 2.615, -1.218)
O (-3.826, -1.122, 2.446)
C (-3.413, 2.708, -1.960)
O (-0.448, 3.472, 2.708)
O (-6.035, 4.803, -3.613)
C (0.344, 2.028, -0.417)
O (4.227, -5.957, -1.258)
C (4.769, -1.614, -1.611)
C (1.693, -5.466, 1.882)
C (-2.005, 0.715, 5.681)
H (-3.779, 6.929, -2.533)
C (4.315, -1.905, -3.026)
C (-0.442, 2.512, 0.552)
C (-3.113, -1.345, 4.675)
H (-2.364, 4.351, -3.908)
O (-0.118, 1.534, -1.558)
C (-2.473, -0.716, 5.812)
H (5.434, -4.972, -0.054)
O (6.926, -4.290, -3.922)
C (2.074, -6.419, -0.399)
H (-3.791, -0.401, 1.788)
O (-6.532, 4.093, -1.423)
O (7.575, -3.765, -1.463)
H (4.761, -3.029, -4.837)
O (-2.941, 1.316, 2.324)
H (-1.177, 3.561, -2.870)
B (-6.637, 3.647, -4.058)
H (1.353, 3.782, 3.524)
C (1.262, -6.233, 0.652)
H (-3.454, -2.365, 4.780)
C (5.086, -2.834, -3.826)
H (1.772, -6.961, -1.284)
H (-0.327, -6.404, 1.582)
O (2.466, 1.517, -1.231)
H (-3.728, 2.450, -2.978)
H (-4.211, 2.522, -1.246)
C (3.412, -5.870, -0.356)
O (2.137, 3.510, 3.007)
N (-2.943, 4.095, -1.866)
O (-2.280, -1.262, 6.883)
C (1.847, 1.998, -0.296)
H (-1.520, 2.539, 0.480)
C (6.601, -3.149, -1.863)
O (4.009, -0.750, -0.973)

---

# 3
Density functional theory data (ωB97M-V/def2-TZVPD) for a structure of composition C26H25BN12S2V at a distorted geometry.

The molar mass is 631.5 g mol⁻¹. The value obtained for the total energy is -3427.70576 Eh. Its energy above the lowest of the compared OMol25 structures with the same formula, charge and spin is 8.7 kcal per mole. The HOMO-LUMO gap (alpha / beta) is 7.392 / 5.044 eV. As for the expectation value of S²: 3.77. The total charge is +2. The multiplicity is 4.

Atoms and positions in Å:
N (1.027, -3.941, 3.502)
H (1.384, -5.584, 0.693)
N (0.892, -4.073, 2.143)
H (-0.570, -4.296, -2.983)
C (-2.214, -1.181, 3.306)
H (2.915, 2.272, 0.898)
C (2.581, 2.440, -0.113)
N (-1.178, -1.014, 1.322)
C (1.509, -5.105, 3.907)
H (3.702, 0.192, -0.212)
B (0.598, -2.807, 1.410)
H (1.413, 3.093, -3.767)
C (3.278, 3.320, -0.939)
H (4.146, 3.833, -0.541)
C (1.517, 1.749, -0.669)
C (1.332, -5.301, 1.730)
H (-1.974, 3.527, 1.749)
C (-2.891, -0.894, -1.599)
V (0.232, -0.020, 0.120)
H (2.108, -7.003, 2.871)
H (-0.739, -2.721, 4.026)
H (3.390, 4.271, -2.862)
H (0.002, -1.634, -2.967)
C (-0.404, 2.466, 2.538)
S (0.737, 1.221, 2.300)
H (-0.396, -5.010, -0.358)
N (-1.361, 2.025, 0.436)
N (-1.350, 2.743, 1.630)
C (-4.256, -0.718, -3.598)
C (-1.124, -2.037, 3.288)
N (-0.389, 3.189, 3.647)
C (3.173, -2.472, 1.564)
N (0.222, -1.887, -0.893)
H (-2.925, -1.046, 4.105)
N (-0.811, 0.510, -1.605)
C (-2.201, -0.565, 2.068)
H (-1.050, 3.928, 3.828)
C (3.356, -0.640, 0.374)
C (-2.005, 0.018, -2.174)
N (0.135, -2.986, -0.079)
C (-0.217, -4.053, -0.815)
S (-0.979, 1.618, -3.900)
H (-5.141, -1.021, -4.141)
N (1.950, -1.992, 1.323)
C (-0.211, 1.356, -2.405)
C (-4.012, -1.246, -2.320)
H (-2.285, 1.635, 0.278)
C (-0.032, -2.317, -2.132)
H (3.303, -3.379, 2.136)
C (-3.379, 0.174, -4.179)
H (-4.713, -1.954, -1.895)
C (1.735, 2.916, -2.745)
H (-3.557, 0.574, -5.170)
H (5.177, -1.733, 0.992)
H (1.694, -5.266, 4.962)
C (1.722, -5.997, 2.835)
N (-0.523, -1.934, 2.098)
H (-1.137, 2.651, -0.332)
H (-2.899, 0.155, 1.667)
H (-2.685, -1.335, -0.633)
C (1.016, 2.028, -1.950)
N (2.042, -0.844, 0.587)
C (-2.251, 0.534, -3.441)
C (2.855, 3.562, -2.242)
C (-0.318, -3.675, -2.138)
H (0.308, 2.996, 4.348)
C (4.105, -1.634, 0.979)